(w)
The molecule C5H11NOS. Source: OMol25; level of theory: the ωB97M-V functional and the def2-TZVPD basis.

Geometry (Å):
C -1.191 1.077 1.428
C -0.002 0.943 0.465
C 0.173 -0.500 -0.082
C 0.454 -1.494 1.000
S -0.017 -3.289 0.702
N -0.282 1.826 -0.662
C 0.642 2.423 -1.483
O 0.335 2.969 -2.513
H -1.285 0.325 2.209
H -1.074 1.954 2.075
H -2.033 1.191 0.748
H 0.936 1.399 0.807
H -0.698 -0.795 -0.687
H 1.010 -0.432 -0.772
H -0.181 -1.280 1.858
H 1.459 -1.356 1.426
H 0.678 -3.733 -0.363
H -1.228 2.045 -0.938
H 1.690 2.261 -1.189

The value obtained for the HOMO energy is -0.342 Eh. The calculation puts the LUMO energy at 0.0293 Eh. The calculation puts the gap between HOMO and LUMO at 10.1 eV. As for the SMILES: C[C@@H](CCS)NC=O.


(x)
The molecule C5H11NOS. Source: OMol25; level of theory: the ωB97M-V functional and the def2-TZVPD basis.

Geometry (Å):
O -2.693 -1.432 2.436
C -2.374 -1.768 1.313
N -1.529 -1.070 0.525
C -0.787 0.105 0.956
C 0.722 -0.110 0.824
C 1.253 0.014 -0.594
C 1.003 1.383 -1.244
S 2.422 2.034 -2.176
H -2.842 -2.632 0.818
H -1.359 -1.423 -0.405
H -1.163 0.974 0.418
H -1.030 0.244 2.004
H 0.938 -1.117 1.186
H 1.244 0.576 1.496
H 2.325 -0.141 -0.614
H 0.903 -0.822 -1.212
H 0.123 1.427 -1.875
H 0.804 2.116 -0.458
H 2.041 1.646 -3.399

The value obtained for the HOMO energy is -0.342 Eh. The calculation puts the LUMO energy at 0.0245 Eh. The calculation puts the gap between HOMO and LUMO at 10.0 eV. As for the SMILES: O=CNCCCCS.


Which structure above is the least stable? It is (w).